[1]
{
  "formula": "CH7O3",
  "method": "the ωB97M-V functional and the def2-TZVPD basis",
  "elements": ["O", "O", "O", "C", "H", "H", "H", "H", "H", "H", "H"],
  "coordinates": [[1.099, 1.955, -0.293], [0.413, -0.927, -1.802], [-0.798, 0.059, 0.192], [-0.764, -0.773, 1.278], [-1.180, -1.773, 1.074], [-1.335, -0.360, 2.137], [0.869, 2.335, -1.148], [1.189, -0.405, -2.017], [0.341, 1.329, -0.139], [0.244, -0.922, 1.691], [-0.079, -0.520, -0.974]],
  "max_force_ev_per_a": 0.72,
  "total_energy_ev": -7293.596,
  "multiplicity": 1,
  "charge": -1,
  "relative_energy_ev": 0.127,
  "orbital_gap_ev": 8.067,
  "e_lumo_ha": 0.1649
}

[2]
{
  "formula": "C12H4Br2NO5RuS",
  "method": "the ωB97M-V functional and the def2-TZVPD basis",
  "elements": ["Ru", "Br", "Br", "S", "O", "O", "O", "O", "O", "N", "C", "C", "C", "C", "C", "C", "C", "C", "C", "C", "C", "C", "H", "H", "H", "H"],
  "coordinates": [[-0.053, -0.182, 0.055], [-0.316, 4.954, -0.024], [-5.842, 3.835, 0.009], [-0.046, -3.520, -0.127], [2.021, -0.067, 0.119], [0.134, -0.123, 2.052], [-0.137, 1.869, -0.039], [3.707, 0.201, 1.624], [1.695, -0.003, 3.698], [-2.091, 0.083, -0.032], [-0.045, -1.980, -0.034], [1.247, -0.038, 2.613], [-1.355, 2.332, -0.022], [-2.446, 1.408, -0.019], [-4.773, 0.794, -0.008], [-4.392, -0.519, -0.019], [2.632, 0.066, 1.179], [-3.030, -0.842, -0.032], [-3.797, 1.811, -0.011], [-3.030, 4.100, -0.006], [-4.059, 3.202, -0.003], [-1.692, 3.674, -0.016], [-2.697, -1.871, -0.039], [-3.240, 5.160, 0.000], [-5.820, 1.065, 0.003], [-5.122, -1.314, -0.016]],
  "max_force_ev_per_a": 0.58,
  "total_energy_ev": -177737.769,
  "multiplicity": 2,
  "charge": 0,
  "relative_energy_ev": 0.000,
  "orbital_gap_ev": [6.638, 6.053],
  "e_lumo_ha": [-0.0573, -0.0787]
}

[3]
{
  "formula": "C4H2O2",
  "method": "the ωB97M-V functional and the def2-TZVPD basis",
  "elements": ["O", "O", "C", "C", "C", "C", "H", "H"],
  "coordinates": [[-1.915, 0.453, 1.064], [2.599, 0.726, -1.409], [0.741, -0.431, -0.383], [-0.266, -0.837, 0.155], [-1.548, -0.676, 0.835], [1.544, 0.709, -0.835], [0.978, 1.617, -0.539], [-2.133, -1.561, 1.112]],
  "max_force_ev_per_a": 0.80,
  "total_energy_ev": -8271.668,
  "multiplicity": 1,
  "smiles": "O=CC#CC=O",
  "charge": 0,
  "relative_energy_ev": 0.861,
  "orbital_gap_ev": 9.622,
  "e_lumo_ha": -0.0450
}

[4]
{
  "formula": "C16H17Br2ClF3N2O4P2",
  "method": "the ωB97M-V functional and the def2-TZVPD basis",
  "elements": ["Br", "Br", "Cl", "P", "P", "F", "F", "F", "O", "O", "O", "O", "N", "N", "C", "C", "C", "C", "C", "C", "C", "C", "C", "C", "C", "C", "C", "C", "C", "C", "H", "H", "H", "H", "H", "H", "H", "H", "H", "H", "H", "H", "H", "H", "H", "H", "H"],
  "coordinates": [[1.860, -1.544, -4.011], [2.251, -1.099, 0.863], [-0.990, -3.668, -3.356], [-0.995, -3.194, -1.278], [-3.691, 2.219, 0.334], [-5.988, -3.363, -1.048], [-7.623, -1.680, -0.612], [-6.178, -2.269, 1.192], [-3.312, 3.881, -0.031], [0.460, -3.830, -0.492], [-5.093, -0.777, -2.143], [-3.929, 1.941, 2.041], [0.245, -0.497, -1.533], [4.018, 1.536, 1.620], [-0.905, 1.954, -0.857], [-2.367, -0.539, -0.500], [-3.684, -1.384, -0.011], [5.855, 2.895, 3.232], [-0.995, -1.260, -1.115], [4.067, -2.177, -1.462], [4.711, 3.540, 2.774], [0.328, 1.041, -1.436], [3.829, 2.824, 1.980], [-6.211, -2.104, -0.301], [-5.104, -0.908, -0.678], [1.532, -1.161, -2.066], [2.613, -1.511, -1.101], [5.138, 0.938, 2.078], [6.076, 1.568, 2.880], [-2.275, 1.126, -0.380], [4.339, -3.027, -0.678], [-0.822, 3.119, -0.778], [-5.123, 0.216, -2.385], [2.920, 3.282, 1.601], [5.268, -0.097, 1.773], [4.145, -2.652, -2.530], [-3.228, 4.024, -1.021], [-3.002, 1.877, 2.448], [-3.602, -2.554, -0.167], [1.316, 1.618, -1.771], [-3.761, -1.232, 1.168], [4.510, 4.574, 3.030], [-5.561, 0.079, -0.188], [4.956, -1.389, -1.390], [0.470, -4.798, -0.775], [6.958, 1.037, 3.221], [6.569, 3.423, 3.858]],
  "max_force_ev_per_a": 5.66,
  "total_energy_ev": -207357.234,
  "multiplicity": 1,
  "charge": 1,
  "orbital_gap_ev": 6.313,
  "e_lumo_ha": -0.2058
}

[5]
{
  "formula": "C7H10N2OS",
  "method": "the ωB97M-V functional and the def2-TZVPD basis",
  "elements": ["S", "O", "N", "N", "C", "C", "C", "C", "C", "C", "C", "H", "H", "H", "H", "H", "H", "H", "H", "H", "H"],
  "coordinates": [[-0.642, -2.666, -0.861], [0.762, 0.898, -0.764], [-3.065, 1.462, -0.072], [-1.739, -0.322, -0.550], [2.113, 1.219, 1.207], [-1.949, -0.352, 0.841], [-1.195, -1.100, -1.461], [1.668, 0.532, -0.061], [-2.546, 0.794, -0.995], [2.496, -0.619, -0.439], [-2.767, 0.717, 1.114], [3.540, -0.405, -0.069], [1.171, 1.855, 1.413], [2.332, -1.600, -0.025], [-0.236, -2.926, -2.100], [2.855, 1.827, 0.852], [2.385, 0.602, 1.981], [-1.507, -1.131, 1.500], [-2.748, 1.139, -2.057], [2.317, -1.028, -1.455], [-3.243, 1.103, 1.999]],
  "max_force_ev_per_a": 5.70,
  "total_energy_ev": -23280.304,
  "multiplicity": 1,
  "charge": 0,
  "relative_energy_ev": 3.725,
  "orbital_gap_ev": 8.810,
  "e_lumo_ha": 0.0052
}

[6]
{
  "formula": "C4H9N3S",
  "method": "the ωB97M-V functional and the def2-TZVPD basis",
  "elements": ["S", "N", "N", "N", "C", "C", "C", "C", "H", "H", "H", "H", "H", "H", "H", "H", "H"],
  "coordinates": [[3.282, -0.678, -0.089], [-0.746, -1.292, 0.864], [-2.545, -0.413, -0.246], [-0.486, 0.197, -1.096], [1.733, -0.598, -0.633], [0.808, 1.151, 0.889], [-1.176, -0.546, -0.042], [0.852, 0.578, -0.494], [0.259, -0.996, 0.990], [-2.960, -0.880, -1.144], [-2.953, -1.107, 0.567], [0.066, 0.459, 1.546], [1.922, 1.058, 1.075], [1.147, -1.541, -0.919], [0.427, 2.254, 0.876], [1.305, 1.149, -1.307], [-0.936, 1.202, -0.836]],
  "max_force_ev_per_a": 5.67,
  "total_energy_ev": -19596.365,
  "multiplicity": 1,
  "smiles": "[H]/N=C(/N)N[C@@H](C)C=S",
  "charge": 0,
  "relative_energy_ev": 3.271,
  "orbital_gap_ev": 8.485,
  "e_lumo_ha": -0.0199
}

[7]
{
  "formula": "C19H36As3BrNO2RhS",
  "method": "the ωB97M-V functional and the def2-TZVPD basis",
  "elements": ["Rh", "Br", "As", "As", "As", "S", "O", "O", "N", "C", "C", "C", "C", "C", "C", "C", "C", "C", "C", "C", "C", "C", "C", "C", "C", "C", "C", "C", "H", "H", "H", "H", "H", "H", "H", "H", "H", "H", "H", "H", "H", "H", "H", "H", "H", "H", "H", "H", "H", "H", "H", "H", "H", "H", "H", "H", "H", "H", "H", "H", "H", "H", "H", "H"],
  "coordinates": [[-0.825, 1.270, 0.699], [1.683, 1.160, 8.040], [-1.943, -0.386, -0.752], [1.423, 0.839, -0.282], [2.606, -2.931, -2.341], [-1.805, 3.538, 0.529], [-2.031, 1.057, 2.708], [0.144, 0.819, 2.733], [-2.210, 1.130, 6.810], [2.715, 2.296, -0.492], [0.722, -1.007, -4.182], [1.346, 0.282, -2.195], [-1.054, -0.561, -2.530], [-2.157, -2.207, -0.062], [0.212, 1.015, 5.574], [0.135, 1.108, 6.960], [2.612, -0.481, 0.536], [-0.957, 0.942, 3.326], [2.671, -4.232, -0.879], [0.449, -0.866, -2.675], [-2.829, 3.813, -0.946], [0.778, -2.181, -1.975], [-1.133, 1.163, 7.548], [2.300, -4.191, -3.816], [-0.352, 4.507, 0.031], [-0.961, 0.981, 4.832], [-2.182, 1.044, 5.507], [-3.763, -0.084, -1.420], [3.655, 1.912, -0.894], [0.432, 4.330, 0.763], [-3.805, 0.784, -2.078], [1.063, 1.192, -2.740], [-4.112, -0.963, -1.967], [1.173, 0.977, 5.081], [0.444, -0.095, -4.703], [2.908, 2.735, 0.488], [-3.807, 3.375, -0.776], [-0.033, 4.203, -0.964], [-2.363, 3.370, -1.824], [2.332, 3.075, -1.151], [2.065, -1.311, 0.980], [2.384, 0.048, -2.474], [-1.272, -2.530, 0.483], [-4.436, 0.085, -0.579], [1.360, -4.715, -3.645], [2.278, -3.708, -4.789], [-2.944, 4.886, -1.085], [-1.269, 1.235, 8.618], [3.112, -4.917, -3.813], [-1.613, -1.347, -3.052], [-1.264, 0.381, -3.051], [-0.613, 5.563, 0.029], [2.719, -3.756, 0.097], [0.157, -1.831, -4.609], [1.784, -4.863, -0.938], [-2.997, -2.192, 0.636], [3.551, -4.861, -0.995], [3.318, -0.848, -0.216], [-2.378, -2.905, -0.874], [0.072, -2.955, -2.295], [-3.121, 1.025, 4.970], [1.785, -1.185, -4.364], [3.162, 0.017, 1.335], [0.688, -2.049, -0.891]],
  "max_force_ev_per_a": 3.52,
  "total_energy_ev": -292257.306,
  "multiplicity": 1,
  "charge": 2,
  "relative_energy_ev": 2.418,
  "orbital_gap_ev": [4.145, 4.175],
  "e_lumo_ha": [-0.3390, -0.3379]
}

[8]
{
  "formula": "C13H18I2NO11P",
  "method": "the ωB97M-V functional and the def2-TZVPD basis",
  "elements": ["I", "I", "P", "O", "O", "O", "O", "O", "O", "O", "O", "O", "O", "O", "N", "C", "C", "C", "C", "C", "C", "C", "C", "C", "C", "C", "C", "C", "H", "H", "H", "H", "H", "H", "H", "H", "H", "H", "H", "H", "H", "H", "H", "H", "H", "H"],
  "coordinates": [[2.571, -0.918, -2.789], [-0.596, -1.727, -4.016], [-1.585, 1.695, -0.120], [-2.078, 6.327, 4.511], [-0.844, 2.115, 1.354], [4.645, -6.618, -3.484], [-3.317, 5.204, 6.054], [-3.448, 4.594, 3.969], [5.478, -5.535, -5.177], [-3.853, -2.039, 0.004], [-2.433, -3.641, -1.023], [-0.579, 1.997, -1.488], [-4.086, -0.042, 1.381], [4.502, -4.349, -3.499], [-2.868, 2.670, -0.307], [-0.421, -1.183, -1.900], [-3.060, 4.753, 2.604], [4.840, -5.393, -4.002], [1.207, -0.372, 0.097], [-2.258, -0.066, -0.190], [-2.643, -2.441, -0.705], [3.972, -6.621, -2.226], [-3.523, -0.747, 0.505], [5.754, -4.305, -5.844], [0.867, -0.834, -1.395], [-2.867, 5.464, 4.813], [-1.690, -1.155, -0.952], [-2.779, 6.058, 7.062], [2.973, -6.189, -2.322], [6.409, -3.675, -5.238], [-1.694, 5.947, 7.122], [0.438, -0.676, 0.885], [-3.343, 5.742, 2.236], [-3.210, 5.759, 8.018], [-1.986, 4.590, 2.487], [-3.587, 4.002, 2.014], [6.268, -4.540, -6.777], [2.225, -0.844, 0.385], [1.384, 0.773, 0.091], [4.556, -6.084, -1.475], [-3.051, 7.099, 6.871], [4.826, -3.780, -6.084], [-3.715, 2.068, -0.383], [-1.558, 2.200, 2.041], [3.869, -7.659, -1.905], [0.288, 2.374, -1.203]],
  "max_force_ev_per_a": 6.28,
  "total_energy_ev": -63272.163,
  "multiplicity": 1,
  "charge": 0,
  "orbital_gap_ev": 7.313,
  "e_lumo_ha": -0.0729
}